[1]
52
Properties=species:S:1:pos:R:3:mulliken_charge:R:1 method="wB97M-V/def2-TZVPD" smiles="CCOc1ccc(/C=N/NC(=O)c2cc(-c3ccccc3)nc3ccccc23)cc1O" energy_ha=-1355.25442 e_homo_ev=-8.10 de_lowest_kj_mol=42.0 molar_mass_g_mol=411.46
C -6.0172 -1.1955 2.6682 -1.03
C -5.8323 0.0197 1.7656 -0.45
O -5.3682 -0.3271 0.4761 -0.53
C -4.0542 -0.6733 0.2957 1.30
C -3.0451 -0.6051 1.2426 -0.48
C -1.7533 -0.9733 0.9100 -1.24
C -1.4450 -1.4121 -0.3745 0.70
C -0.0815 -1.7645 -0.6978 -0.24
N 0.2574 -2.0591 -1.8904 -0.58
N 1.5469 -2.3068 -2.2272 -0.06
C 2.7271 -1.7967 -1.7588 -0.17
O 3.7789 -2.1839 -2.2269 -0.64
C 2.6241 -0.7039 -0.7449 -0.20
C 1.9485 0.4492 -1.0577 0.31
C 1.8208 1.4660 -0.0826 0.62
C 1.0538 2.6876 -0.3598 0.39
C 0.9468 3.2148 -1.6444 -0.37
C 0.2141 4.3662 -1.8668 -0.75
C -0.4234 5.0028 -0.8151 -0.37
C -0.3151 4.4895 0.4676 -0.64
C 0.4208 3.3434 0.6949 -0.41
N 2.3339 1.3484 1.1199 -0.58
C 3.0460 0.2539 1.4362 -0.13
C 3.6122 0.1704 2.7261 -0.50
C 4.3368 -0.9294 3.0909 -0.52
C 4.5263 -1.9913 2.1921 -0.71
C 3.9855 -1.9461 0.9363 -0.76
C 3.2400 -0.8243 0.5276 1.20
C -2.4597 -1.4754 -1.3338 -1.08
C -3.7503 -1.1159 -1.0098 0.53
O -4.7301 -1.1841 -1.9450 -0.65
H -5.0712 -1.7067 2.8293 0.33
H -6.4163 -0.8792 3.6278 0.37
H -6.7121 -1.8954 2.2106 0.31
H -5.1634 0.7549 2.2278 0.32
H -6.7978 0.5000 1.5829 0.34
H -3.2487 -0.2624 2.2445 0.37
H -0.9764 -0.9099 1.6574 0.39
H 0.6262 -1.7360 0.1346 0.43
H 1.6295 -2.8802 -3.0610 0.29
H 1.4717 0.5595 -2.0197 0.39
H 1.4580 2.7428 -2.4703 0.39
H 0.1423 4.7707 -2.8659 0.39
H -0.9980 5.8997 -0.9942 0.39
H -0.8055 4.9877 1.2913 0.38
H 0.5195 2.9334 1.6880 0.43
H 3.4568 0.9992 3.3989 0.48
H 4.7730 -0.9895 4.0774 0.39
H 5.1058 -2.8488 2.5003 0.41
H 4.1390 -2.7552 0.2383 0.42
H -2.2342 -1.8105 -2.3318 0.47
H -5.5564 -0.8934 -1.5338 0.33

[2]
56
Properties=species:S:1:pos:R:3:mulliken_charge:R:1 method="wB97M-V/def2-TZVPD" total_charge=+1 energy_ha=-1974.88073 e_homo_ev=-11.86 de_lowest_kj_mol=30.0 molar_mass_g_mol=580.85
Pd -1.4928 -0.2914 -1.0210 -0.14
N -2.1541 -2.0772 -0.1518 -0.43
C -2.2084 -2.0944 1.2999 0.48
C -3.1565 -2.8035 2.0020 -0.87
C -3.1236 -2.7499 3.3933 -0.57
C -2.1585 -2.0079 4.0498 -0.88
C -1.2124 -1.2895 3.3268 -0.13
C -1.2384 -1.3236 1.9415 -0.43
P -0.1586 -0.3631 0.8300 2.42
C 0.3484 1.1036 1.7397 0.57
C 1.6961 1.3925 1.9307 -0.52
C 2.0621 2.5235 2.6490 -0.71
C 1.0877 3.3513 3.1838 -0.55
C -0.2601 3.0562 3.0043 -0.75
C -0.6313 1.9378 2.2815 -0.65
C 1.3065 -1.3627 0.5063 0.27
C 1.8297 -2.1826 1.5085 -0.21
C 2.9652 -2.9344 1.2615 -0.72
C 3.5814 -2.8704 0.0180 -0.55
C 3.0638 -2.0595 -0.9806 -0.75
C 1.9246 -1.3071 -0.7402 -0.18
H -2.9894 -2.4634 -0.5855 0.39
H -1.3978 -2.6966 -0.4642 0.33
H -3.9085 -3.3907 1.4913 0.43
H -3.8653 -3.2923 3.9629 0.42
H -2.1511 -1.9701 5.1300 0.45
H -0.4781 -0.6822 3.8417 0.51
H 2.4590 0.7447 1.5190 0.40
H 3.1090 2.7500 2.7946 0.44
H 1.3753 4.2282 3.7477 0.43
H -1.0182 3.7005 3.4282 0.43
H -1.6829 1.7088 2.1414 0.43
H 1.3489 -2.2392 2.4777 0.38
H 3.3695 -3.5721 2.0353 0.44
H 4.4663 -3.4616 -0.1741 0.41
H 3.5371 -2.0196 -1.9518 0.47
H 1.5152 -0.6889 -1.5261 0.21
C -0.5405 3.3562 -0.9299 -1.24
C -0.2365 2.4029 -2.0256 0.00
N -0.4888 1.1080 -2.0611 0.37
C -0.0790 0.6109 -3.2899 -0.34
C 0.4650 1.6453 -3.9902 0.11
N 0.3653 2.7462 -3.1758 -0.05
C 1.0680 1.8442 -5.3463 0.51
O 1.0896 0.8135 -6.1452 -0.53
O 1.4725 2.9486 -5.6168 -0.61
C -0.2234 -0.8532 -3.6669 1.04
O 0.1892 -1.1698 -4.7849 -0.82
O -0.7172 -1.6178 -2.7845 -0.48
H -1.1558 2.8750 -0.1722 0.14
H -1.0816 4.2174 -1.3199 0.47
H 0.3768 3.7082 -0.4564 0.31
H 0.6882 3.6593 -3.4690 0.27
H 0.6377 0.0164 -5.7223 0.46
O -4.2493 -0.4668 -2.7572 -0.14
C -3.3397 -0.1476 -2.1866 0.28

[3]
71
Properties=species:S:1:pos:R:3:mulliken_charge:R:1 method="wB97M-V/def2-TZVPD" total_charge=-2 energy_ha=-21310.48878 e_homo_ev=-2.39 de_lowest_kj_mol=0.0 molar_mass_g_mol=1534.65
W -0.5070 -0.0220 -1.0803 0.45
Cl -2.2869 6.2053 0.4116 -0.24
C -2.2378 4.4855 0.3053 0.31
C -3.3918 3.7419 0.5492 0.53
Cl -4.8679 4.5354 0.9533 -0.24
C -3.3663 2.3519 0.4622 0.18
Cl -4.7579 1.3823 0.7215 -0.21
C -2.1724 1.7416 0.1423 0.37
O -1.9879 0.3969 0.0196 -0.84
C -1.0044 2.4767 -0.0943 -0.71
O 0.0612 1.7276 -0.4046 0.61
C -1.0383 3.8587 -0.0243 0.53
Cl 0.4038 4.7320 -0.3353 -0.21
C 2.4734 -2.8481 -2.3183 -1.02
Si 2.2180 -2.7985 -0.4606 0.73
C 1.0009 -4.1407 0.0357 -1.03
C 3.8118 -3.2843 0.4206 -1.15
As 1.5959 -0.6915 0.4191 -0.45
Si 3.3405 0.6558 -0.3756 1.02
C 3.1167 0.9900 -2.2109 -1.04
C 3.2786 2.2620 0.5837 -0.80
C 5.0843 -0.0542 -0.2532 -1.29
H 2.5524 -3.8898 -2.6432 0.41
H 3.3863 -2.3248 -2.6136 0.34
H 1.6260 -2.4081 -2.8486 0.22
H 1.4876 -5.1123 -0.0920 0.37
H 0.0856 -4.1438 -0.5517 0.15
H 0.7346 -4.0328 1.0898 0.29
H 4.1214 -4.2833 0.0988 0.33
H 3.6537 -3.3104 1.5009 0.29
H 4.6309 -2.5941 0.2195 0.23
H 2.2500 1.6373 -2.3570 0.15
H 2.9345 0.0521 -2.7385 0.18
H 3.9970 1.4693 -2.6471 0.42
H 2.2732 2.4561 0.9655 -0.07
H 3.5766 3.0964 -0.0568 0.37
H 3.9491 2.2301 1.4459 0.30
H 5.2306 -0.9214 -0.9007 0.29
H 5.3639 -0.3338 0.7652 0.33
H 5.7668 0.7335 -0.5844 0.37
Br -7.8142 -2.0471 -1.9776 -0.24
C -5.9229 -2.2100 -1.9923 0.25
C -5.2083 -1.7706 -0.8918 -0.88
C -3.8274 -1.8713 -0.9083 -0.11
C -3.1882 -2.4214 -2.0138 0.57
C -3.9254 -2.8520 -3.1128 -0.67
C -5.3033 -2.7404 -3.1098 -0.52
C -1.7150 -2.5550 -2.0808 -0.11
O -1.1151 -3.2706 -2.8277 -0.55
O -1.0354 -1.8337 -1.1261 -0.29
H -5.7166 -1.3399 -0.0412 0.45
H -3.2587 -1.5119 -0.0630 0.62
H -3.4126 -3.2353 -3.9844 0.51
H -5.8757 -3.0229 -3.9809 0.43
F 2.9692 1.7614 8.1604 -0.34
C 2.2509 1.8687 7.0244 0.60
C 2.7242 1.3422 5.8372 -0.26
F 3.9192 0.7190 5.8253 -0.33
C 1.9789 1.4585 4.6793 0.31
F 2.5175 0.9230 3.5714 -0.09
C 0.7350 2.0968 4.6275 -0.20
Se -0.2571 2.2614 3.0313 -0.42
C 0.2989 2.6120 5.8506 0.30
F -0.8795 3.2473 5.9380 -0.32
C 1.0267 2.5074 7.0220 0.19
F 0.5532 3.0256 8.1725 -0.33
Se -4.3079 -1.6334 -6.9431 -0.60
Sb -3.9874 0.5054 -5.9820 0.67
Se -0.8970 0.7692 -3.1624 -0.17
Se -4.5705 0.9314 -3.7243 -0.43
Se -3.1424 2.2618 -7.3364 -0.57

[4]
62
Properties=species:S:1:pos:R:3:mulliken_charge:R:1 method="wB97M-V/def2-TZVPD" total_charge=+1 energy_ha=-4893.09227 e_homo_ev="-10.43 / -10.43" de_lowest_kj_mol=293.9 molar_mass_g_mol=818.75
W -0.7164 -0.4758 -0.0176 2.83
Cl 2.4176 4.8636 4.1586 -0.20
C 1.5157 3.7872 3.1593 0.18
C 0.6306 4.3123 2.2160 -0.73
C -0.1384 3.4560 1.4492 -0.83
C 0.0196 2.0724 1.5432 -0.34
O -0.7251 1.2442 0.8189 -0.09
C 0.9974 1.5384 2.4353 1.02
C 1.2989 0.1556 2.4570 -0.44
N 1.0422 -0.6989 1.4563 0.59
C 1.5769 -1.9745 1.5574 0.88
C 2.6135 -2.3704 2.4190 -0.96
C 3.0361 -3.6877 2.4709 -1.24
C 2.4644 -4.6552 1.6722 -0.88
C 1.4583 -4.3054 0.7564 0.60
C 0.8503 -5.2306 -0.1183 -0.51
C -0.0999 -4.7872 -1.0139 -1.02
C -0.4787 -3.4531 -1.0152 0.02
N 0.0456 -2.5357 -0.1721 -0.17
C 1.0187 -2.9521 0.6874 0.38
C 1.6935 2.4240 3.2810 -1.10
H 0.5318 5.3798 2.1046 0.49
H -0.8906 3.8365 0.7738 0.57
H 1.8617 -0.1901 3.3180 0.41
H 3.1197 -1.6479 3.0355 0.44
H 3.8244 -3.9567 3.1567 0.41
H 2.7904 -5.6812 1.7300 0.46
H 1.1517 -6.2656 -0.0793 0.49
H -0.5555 -5.4707 -1.7110 0.44
H -1.2270 -3.0913 -1.7120 0.52
H 2.4000 2.0252 3.9937 0.45
O -1.3980 -1.0888 1.6747 -0.69
As -3.1925 -0.0179 0.0805 0.96
O -4.3576 -0.7923 0.9476 -0.81
O -2.2417 -1.2482 -0.7024 -0.79
C -4.2211 0.4978 -1.6636 0.52
C -5.4956 1.0239 -1.5276 -0.81
C -6.2388 1.3167 -2.6596 -0.56
C -5.6796 1.1189 -3.9132 -0.54
C -4.4127 0.5817 -4.0463 -0.53
C -3.6722 0.2383 -2.9129 0.37
S -1.0334 0.2731 -2.6423 0.19
O -2.4658 -0.3923 -3.0826 -0.09
O -1.3324 1.1167 -1.4482 -0.44
O -0.2405 -0.8663 -2.0647 -0.46
H -2.0183 -1.7172 2.0779 0.25
H -5.8796 1.1618 -0.5207 0.41
H -7.2406 1.7029 -2.5568 0.41
H -6.2447 1.3795 -4.7957 0.40
H -3.9850 0.4010 -5.0196 0.46
C 3.6305 1.2035 0.1641 -0.82
N 2.9983 1.9355 -0.9112 0.26
C 3.7410 3.0285 -1.4853 -0.83
C 1.7891 1.6121 -1.3017 0.07
O 1.1278 0.6664 -0.8131 -0.71
H 4.6559 0.9508 -0.1043 0.48
H 3.0582 0.2927 0.3426 0.09
H 3.6342 1.7979 1.0777 0.28
H 3.8155 3.8531 -0.7746 0.34
H 3.2603 3.3879 -2.3921 0.31
H 4.7493 2.6932 -1.7282 0.30
H 1.3626 2.2244 -2.1092 0.29